No. 1
Density functional theory data (the ωB97M-V functional and the def2-TZVPD basis) for a 2-piece molecular cluster, C4H12NO overall in a non-equilibrium geometry.

Total charge: +1
Gap between HOMO and LUMO: 11.356 eV
Spin multiplicity: 1

Positions of all 18 atoms, in Å:
C: -1.0419 0.8484 -1.1126
C: -1.3706 -1.3592 0.2267
C: 2.1180 0.1680 0.3158
C: -0.9141 0.0067 0.1536
N: -0.4826 0.5987 1.2665
O: 1.1823 -0.4935 -0.5806
H: -1.0957 0.3374 -2.0684
H: -1.9011 1.4094 -1.1045
H: -0.2651 1.6260 -1.0003
H: -1.1168 -1.9026 -0.6080
H: -0.9263 -1.7629 1.0772
H: -2.3831 -1.4663 0.0887
H: 1.9873 1.1983 0.3458
H: 3.0072 -0.0396 -0.2305
H: 2.2430 -0.3218 1.3500
H: 1.3403 -0.5393 -1.4867
H: -0.1304 0.1038 2.0611
H: -0.2504 1.5886 1.3062

Atomic partial charges in e from the Mulliken method, atoms 1 to 4: -1.29, -1.31, -0.72, 0.99

No. 2
Density functional theory data (the ωB97M-V functional and the def2-TZVPD basis) for a 2-piece molecular cluster, C4H12NO overall in a non-equilibrium geometry.

Total charge: +1
Gap between HOMO and LUMO: 12.419 eV
Spin multiplicity: 1

Positions of all 18 atoms, in Å:
C: 0.8865 -0.4220 0.1925
N: -0.3162 -0.2970 1.0485
C: -1.5506 -0.6724 0.2388
C: -1.0092 -1.3390 -1.0098
C: 0.3787 -0.7218 -1.2273
H: 1.4456 0.4991 0.2520
H: 1.5315 -1.2554 0.4523
H: -0.4663 0.6520 1.4032
H: -0.2785 -0.8523 1.9050
H: -2.0893 0.2436 0.0427
H: -2.2090 -1.2368 0.8833
H: -0.9255 -2.4067 -0.7964
H: -1.6866 -1.2357 -1.8418
H: 0.3111 0.1429 -1.8785
H: 1.0349 -1.4559 -1.6734
H: 2.0773 2.9440 0.8534
H: 0.8348 3.4633 0.1148
O: 1.2368 2.6653 0.4719

Atomic partial charges in e from the Mulliken method, atoms 1 to 4: -0.46, -0.10, -0.63, -0.52

No. 3
Density functional theory data (the ωB97M-V functional and the def2-TZVPD basis) for a 2-piece molecular cluster, C4H12NO overall in a non-equilibrium geometry.

⟨S²⟩: 0.756
Total charge: +2
Gap between HOMO and LUMO (spin up / spin down): 11.536 / 9.469 eV
Spin multiplicity: 2

Positions of all 18 atoms, in Å:
C: -2.1131 -1.2812 -0.4495
N: -0.9299 -0.5413 -0.9710
H: -1.8578 -2.3103 -0.2916
H: -2.4069 -0.8488 0.4816
H: -2.9390 -1.1895 -1.1804
H: -0.4118 -1.1504 -1.6889
H: -0.2191 -0.3757 -0.2137
H: -1.1583 0.3241 -1.3742
C: 0.2802 1.9442 0.6601
C: 1.3411 0.9702 0.0948
C: 1.7546 -0.1961 0.6816
O: 2.5806 -1.1664 0.1445
H: -0.3915 2.2926 -0.1486
H: -0.3680 1.5525 1.5242
H: 0.8045 2.8634 0.9957
H: 1.8629 1.3353 -0.7569
H: 1.2867 -0.5162 1.6133
H: 2.8849 -1.7066 0.8792

Atomic partial charges in e from the Mulliken method, atoms 1 to 4: -0.80, -0.16, 0.34, 0.35

No. 4
Density functional theory data (the ωB97M-V functional and the def2-TZVPD basis) for a 3-piece molecular cluster, C4H12NO2 overall in a non-equilibrium geometry.

Total charge: -1
Gap between HOMO and LUMO: 5.645 eV
Spin multiplicity: 1

Positions of all 19 atoms, in Å:
C: 0.6498 1.0501 -2.2320
N: -0.0707 1.9489 -1.3185
C: 0.0808 1.3480 -0.0746
C: -0.8887 0.2910 0.4092
C: -0.9280 -0.3060 1.8808
O: -0.1058 -1.4149 2.1803
H: 1.8058 0.9654 -2.1158
H: 0.2419 -0.0327 -2.3786
H: 0.5084 1.6137 -3.1798
H: 1.0257 0.7633 -0.0498
H: 1.5634 -0.0812 0.1507
H: 0.2136 2.1954 0.6309
H: -0.7623 -0.5084 -0.3959
H: -1.8573 0.7684 0.1722
H: -2.0141 -0.5987 2.0812
H: -0.6722 0.5315 2.6134
H: 0.0800 -2.3010 0.9712
H: 1.0526 -3.1791 0.3303
O: 0.0770 -3.0536 0.3248

Atomic partial charges in e from the Mulliken method, atoms 1 to 4: -0.71, -0.48, 0.34, -0.64

No. 5
Density functional theory data (the ωB97M-V functional and the def2-TZVPD basis) for C4H12NO2 as an isolated structure in a non-equilibrium geometry.

Total charge: -1
Gap between HOMO and LUMO: 3.372 eV
Spin multiplicity: 1

Positions of all 19 atoms, in Å:
C: 0.6327 -0.0839 -2.6749
N: -0.6767 -0.5130 -2.2444
C: -1.1009 0.0383 -0.9631
C: -0.5008 -0.6394 0.2383
C: -0.9881 -0.1496 1.5925
O: -0.4289 1.1347 1.8630
H: 0.6876 -0.2351 -3.7470
H: 0.8672 0.9850 -2.4820
H: 1.4719 -0.7013 -2.2505
H: -0.8430 1.1144 -0.8953
H: 1.3778 0.1995 0.0012
H: -2.1633 -0.0005 -0.8609
H: 0.5587 -0.2524 0.2020
H: -0.4442 -1.7228 0.0604
H: -0.7186 -0.8505 2.3839
H: -2.0404 -0.1220 1.5567
H: 0.5572 0.7999 2.3006
H: 2.2076 0.8056 3.0401
O: 1.5443 0.1930 2.8796

Atomic partial charges in e from the Mulliken method, atoms 1 to 4: -0.79, -0.81, -0.66, 0.36

No. 6
Density functional theory data (the ωB97M-V functional and the def2-TZVPD basis) for C4H12NO2 as an isolated structure in a non-equilibrium geometry.

Total charge: -1
Gap between HOMO and LUMO: 7.018 eV
Spin multiplicity: 1

Positions of all 19 atoms, in Å:
C: 1.0808 -0.8579 -0.6409
O: 1.9453 0.2201 -0.7309
C: -0.0633 -0.6053 0.3702
C: -0.5968 0.8350 0.2662
C: -2.0913 1.0837 0.3186
N: -2.7238 -0.1773 0.0648
H: 0.6837 -1.0274 -1.6633
H: 1.5879 -1.7861 -0.3204
H: -0.8486 -1.3005 0.1053
H: 0.3257 -0.8979 1.3492
H: -0.0215 1.3747 1.0112
H: -0.2691 1.2699 -0.6875
H: -2.3074 1.8646 -0.4156
H: -2.2909 1.5298 1.2980
H: -1.8617 -0.1678 -1.0247
H: -3.1318 -0.1826 -0.8769
H: 2.9353 -0.0403 -0.0737
H: 3.6543 -0.8962 1.1321
O: 3.9933 -0.2385 0.5183

Atomic partial charges in e from the Mulliken method, atoms 1 to 4: -0.67, -0.73, -0.32, -1.10

No. 7
Density functional theory data (the ωB97M-V functional and the def2-TZVPD basis) for a 2-piece molecular cluster, C4H12NO2 overall in a non-equilibrium geometry.

Total charge: -1
Gap between HOMO and LUMO: 7.118 eV
Spin multiplicity: 1

Positions of all 19 atoms, in Å:
C: -0.1211 1.3360 1.3653
C: -0.4068 -0.1734 1.2264
C: 0.7238 -0.9074 1.9745
N: -0.4883 -0.5097 -0.2037
C: 0.7945 -0.0236 -1.0739
O: 1.9260 -0.1785 -0.4655
H: 0.8774 1.6689 1.0956
H: -0.4145 1.6659 2.3685
H: -0.7955 1.8660 0.6797
H: -1.4114 -0.3548 1.6124
H: 1.7362 -0.5881 1.7874
H: 0.5402 -1.9660 1.7598
H: 0.6100 -0.8394 3.0754
H: -0.3943 -1.5198 -0.2827
H: 0.6180 1.0472 -1.3707
H: 0.6181 -0.6492 -2.0010
H: -1.4598 1.0673 -2.6820
H: -1.6505 -0.0962 -1.6394
O: -2.0250 0.3056 -2.4528

Atomic partial charges in e from the Mulliken method, atoms 1 to 4: -1.56, 0.37, -1.29, -0.53

No. 8
Density functional theory data (the ωB97M-V functional and the def2-TZVPD basis) for a 2-piece molecular cluster, C4H12NO2 overall in a non-equilibrium geometry.

Total charge: -1
Gap between HOMO and LUMO: 7.698 eV
Spin multiplicity: 1

Positions of all 19 atoms, in Å:
C: -1.0138 0.8490 -1.3533
N: -0.1566 -0.2872 -1.5593
C: 1.2149 -0.1619 -1.0428
C: 1.3814 0.5711 0.2851
C: 0.7018 -0.2668 1.5124
O: 0.0429 -1.4079 1.1651
H: -1.0210 1.2928 -0.3867
H: -2.0175 0.4273 -1.4995
H: -0.8662 1.6276 -2.1110
H: -0.5118 -1.0675 -1.0084
H: 1.8325 0.3366 -1.7979
H: 1.5640 -1.1586 -0.8835
H: 2.4366 0.5708 0.5906
H: 1.0103 1.5862 0.2651
H: 1.5439 -0.5263 2.1597
H: 0.0274 0.4800 1.9800
H: -1.3285 -0.9919 0.8634
H: -2.4629 -1.0849 1.8725
O: -2.3775 -0.7885 0.9485

Atomic partial charges in e from the Mulliken method, atoms 1 to 4: -0.92, -0.50, -0.79, -0.70

No. 9
Density functional theory data (the ωB97M-V functional and the def2-TZVPD basis) for a 2-piece molecular cluster, C4H12NO2 overall in a non-equilibrium geometry.

⟨S²⟩: 0.750
Total charge: -2
Gap between HOMO and LUMO (spin up / spin down): 2.405 / 6.704 eV
Spin multiplicity: 2

Positions of all 19 atoms, in Å:
C: 0.4944 -2.5091 1.0828
N: 0.7190 -1.0464 0.7970
C: -1.8406 -0.9139 0.7149
C: -0.4880 -0.2667 0.8494
C: -0.3525 0.7989 -0.2696
O: 0.9565 0.8302 -0.8093
H: 0.0637 -2.7243 2.0850
H: -0.2877 -2.8285 0.2114
H: 1.5448 -2.8606 1.0823
H: 1.2474 -0.8487 -0.1683
H: -2.1481 -1.4648 1.7492
H: -1.8809 -1.7793 0.0540
H: -2.5851 -0.2633 0.2372
H: -0.2898 0.2223 1.8031
H: -0.6815 1.8883 -0.0506
H: -1.0632 0.5497 -1.1317
H: 0.6907 1.8793 -1.8011
H: 1.0737 3.2399 -1.2355
O: 0.5940 2.8772 -2.0256

Atomic partial charges in e from the Mulliken method, atoms 1 to 4: -2.63, -0.19, -2.87, 0.57

No. 10
Density functional theory data (the ωB97M-V functional and the def2-TZVPD basis) for a 3-piece molecular cluster, C4H12NO2 overall in a non-equilibrium geometry.

⟨S²⟩: 0.766
Total charge: 0
Gap between HOMO and LUMO (spin up / spin down): 5.627 / 8.250 eV
Spin multiplicity: 2

Positions of all 19 atoms, in Å:
C: -1.4682 -2.8319 -1.8607
C: -0.9564 -1.7255 -1.1025
C: -0.1000 -0.7576 -1.6682
N: 0.1883 0.4389 -0.8933
C: 0.5908 1.4677 -1.6502
H: -2.0544 -2.4675 -2.7739
H: -2.2039 -3.5815 -1.4475
H: -0.6263 -3.4473 -2.1678
H: -1.3317 -1.5980 -0.0347
H: -0.0450 -0.7002 -2.8113
H: 0.4777 0.2626 0.0908
H: 1.1141 2.4091 -1.2929
H: 0.3761 1.4907 -2.7646
H: 1.0613 2.8110 5.1862
H: 0.9224 3.5966 3.8842
O: 1.2693 2.7260 4.2085
H: 0.7991 1.4354 2.5851
H: 1.0855 -0.1650 2.5709
O: 0.9013 0.6367 1.9417

Atomic partial charges in e from the Mulliken method, atoms 1 to 4: -1.03, -0.04, -0.36, 0.02

No. 11
Density functional theory data (the ωB97M-V functional and the def2-TZVPD basis) for a 3-piece molecular cluster, C4H12NO2 overall in a non-equilibrium geometry.

Total charge: +1
Gap between HOMO and LUMO: 6.338 eV
Spin multiplicity: 1

Positions of all 19 atoms, in Å:
C: 0.3714 1.9426 -1.4854
C: -0.3872 1.0995 -0.4688
C: -0.8649 -0.2243 -0.8798
C: 0.3015 -0.1229 0.2979
O: 0.0039 -0.4890 1.4220
N: 0.4285 -3.0651 -0.2932
H: 0.5618 2.9631 -1.1628
H: -0.3673 2.0561 -2.2910
H: 1.2236 1.4689 -1.9811
H: -0.9058 1.8569 0.1141
H: -1.7830 -0.6104 -0.4579
H: -0.4185 -0.7104 -1.7368
H: 1.3400 -0.2709 -0.0037
H: 1.2220 -3.5823 -0.6584
H: 0.8794 -2.5241 0.4415
H: -0.1372 -3.7268 0.2322
H: -0.3793 0.9112 2.3019
H: -0.6274 1.3365 3.7440
O: -0.4615 1.6913 2.8651

Atomic partial charges in e from the Mulliken method, atoms 1 to 4: -1.31, 0.30, -0.41, -0.01

No. 12
Density functional theory data (the ωB97M-V functional and the def2-TZVPD basis) for a 3-piece molecular cluster, C4H12NO2 overall in a non-equilibrium geometry.

Total charge: +1
Gap between HOMO and LUMO: 10.078 eV
Spin multiplicity: 1

Positions of all 19 atoms, in Å:
C: -0.3097 2.0209 -0.1294
C: -0.3939 0.6846 0.4561
C: -0.7593 0.2238 1.6456
C: 0.9186 -0.8203 -0.9982
N: -0.1716 -0.5350 -0.4115
H: -0.7418 2.0233 -1.1451
H: -0.8188 2.7156 0.5666
H: 0.7136 2.4123 -0.2371
H: -0.7970 -0.7717 2.0323
H: -1.1283 0.8183 2.4713
H: 1.0371 -1.6385 -1.7148
H: 1.8125 -0.2078 -0.8951
H: -1.0164 -1.1305 -0.6006
H: 2.7009 0.7463 1.0958
H: 3.9674 0.2813 0.2925
O: 3.1926 -0.0154 0.7784
H: -2.9824 -0.8248 -1.7072
H: -3.1889 -2.1766 -1.1352
O: -2.5972 -1.4122 -1.0361

Atomic partial charges in e from the Mulliken method, atoms 1 to 4: -0.99, 0.47, -0.86, -0.09

Going through the records in order, we get calculated total energy values of -289.29457; -289.36463; -288.83111; -364.61456; -364.57830; -364.70970; -364.82830; -364.82765; -364.61862; -364.70612; -364.41890; -364.54733 hartree.
Going through the records in order, we get energy above the lowest of the compared OMol25 structures with the same formula, charge and spin values of 50.4; 6.4; 17.5; 151.2; 174.0; 91.5; 17.1; 17.5; 51.8; 33.7; 135.7; 55.2 kcal/mol.